19
Properties=species:S:1:pos:R:3:forces:R:3:nbo_charge:R:1 method="wB97M-V/def2-TZVPD" charge=0 homo_ev="-7.22 / -9.98" spin_multiplicity=3 de_lowest_kj_mol=0.0 orbital_gap_ev="8.11 / 8.69" e_tot_ev=-21128.7646 s_squared=2.01 max_force_ev_per_a=2.17
C -1.41182 -0.00157 0.84650 -0.21 -0.26 -0.68 -0.459
C 0.13167 -0.73612 -0.63641 -0.83 0.81 -0.74 -0.688
C -0.12557 0.59395 0.13829 -0.52 -0.57 0.98 -0.222
C 0.83236 1.12348 1.17410 0.82 -1.45 -0.42 -0.601
C -0.31876 1.80053 -0.76367 0.78 1.69 -1.06 -0.610
Si -1.79072 -1.11141 -0.69741 1.18 1.69 -0.13 1.008
Si 1.44927 -1.94616 -0.26711 -1.38 0.53 0.29 0.878
H 1.64595 1.62449 0.71129 1.22 -0.02 -0.61 0.209
H 1.16910 0.32056 1.79346 0.52 -0.39 0.65 0.204
H 0.45321 1.89438 1.77203 -1.33 0.88 1.01 0.216
H -1.01817 1.68020 -1.52804 -1.94 -0.37 -0.89 0.212
H 0.50069 2.21178 -1.44287 0.11 -1.31 1.34 0.223
H -0.55036 2.69962 -0.18147 -0.41 -0.34 0.10 0.217
H -1.25726 -0.44360 1.86926 -0.25 0.74 -1.01 0.199
H -2.06893 -2.53566 -0.67059 -0.34 -0.45 0.24 -0.166
H -2.65585 -0.46834 -1.85514 0.90 -0.52 1.15 -0.138
H 2.52042 -1.20555 0.33593 1.05 0.10 0.09 -0.164
H 1.68990 -2.77795 -1.42396 0.44 -0.43 -0.35 -0.150
H 0.80487 -2.72262 0.82579 0.22 -0.35 0.04 -0.168

13
Properties=species:S:1:pos:R:3:forces:R:3:nbo_charge:R:1 method="wB97M-V/def2-TZVPD" charge=0 homo_ev=-7.48 de_lowest_kj_mol=440.4 orbital_gap_ev=8.16 e_tot_ev=-7331.4864 max_force_ev_per_a=0.44
C 1.30998 1.29871 0.91921 0.13 0.16 0.15 -0.244
C -0.61927 -0.35560 0.73473 -0.13 0.06 -0.35 -0.314
O 0.66403 0.38448 0.03298 -0.07 -0.01 -0.09 -0.544
C -0.91202 -1.30921 -0.36793 0.01 -0.28 0.34 -0.175
O -1.02864 -0.62253 -1.64676 0.00 -0.10 -0.26 -0.785
H 1.69280 0.67957 1.72824 -0.02 0.15 -0.06 0.220
H 0.59482 2.02292 1.31888 0.09 -0.09 -0.09 0.192
H 2.12146 1.79533 0.38139 -0.11 -0.05 0.08 0.187
H -1.34452 0.47584 0.62593 0.11 -0.12 0.10 0.119
H 0.35093 0.77683 -0.80453 0.08 -0.11 0.16 0.527
H -0.12399 -2.07170 -0.45358 -0.13 0.13 -0.02 0.164
H -1.85546 -1.81709 -0.11643 0.13 0.11 -0.06 0.185
H -0.85013 -1.25756 -2.35214 -0.08 0.16 0.08 0.469

109
Properties=species:S:1:pos:R:3:forces:R:3:mulliken_charge:R:1 method="wB97M-V/def2-TZVPD" charge=0 homo_ev=-10.16 orbital_gap_ev=9.55 e_tot_ev=-123500.4598 smiles="C[N+](=O)[O-].C[N+](=O)[O-].C[N+](=O)[O-].C[N+](=O)[O-].C[N+](=O)[O-].C[N+](=O)[O-].C[N+](=O)[O-].O=S1(=O)CCCC1.O=S1(=O)CCCC1.O=S1(=O)CCCC1.O=S1(=O)CCCC1" max_force_ev_per_a=4.54
C 1.60493 -0.80676 7.42099 0.14 1.90 -1.17 -0.671
N 1.83485 -2.00473 8.20406 1.05 -0.59 0.54 0.867
O 1.06057 -2.92333 7.92251 1.27 0.50 1.16 -0.511
O 2.77012 -1.98394 9.03074 -2.19 -0.66 -1.47 -0.502
H 1.32497 -1.06825 6.40053 -0.48 -0.27 0.39 0.220
H 2.46522 -0.15055 7.28904 0.41 -0.49 0.64 0.332
H 0.85926 -0.18526 7.91678 -0.26 -0.37 -0.05 0.267
C -6.17217 -4.22526 -1.82902 0.75 -0.86 -0.52 -0.698
N -5.08512 -4.48790 -2.83371 0.84 1.48 -1.90 0.831
O -5.14658 -3.79503 -3.86978 -0.01 -1.06 1.65 -0.505
O -4.23699 -5.33777 -2.64866 -0.68 0.26 0.44 -0.511
H -6.57866 -3.24824 -2.09034 -0.20 -0.43 0.24 0.316
H -5.77670 -4.33014 -0.81872 0.06 0.19 -0.21 0.273
H -6.77827 -5.10326 -2.05231 -0.75 0.44 0.33 0.295
C -2.88647 -2.09339 8.97767 0.56 1.47 -0.33 -0.659
N -2.54539 -1.63014 10.34517 1.14 0.78 -0.80 0.876
O -1.63826 -0.81613 10.48919 -0.63 -0.57 0.09 -0.530
O -3.23623 -2.09764 11.20077 -0.37 -0.22 1.33 -0.529
H -2.27550 -1.52979 8.27256 0.47 -0.55 0.11 0.259
H -3.85869 -1.62264 8.83179 -0.47 -1.14 -0.07 0.304
H -2.71906 -3.17040 8.98800 -0.64 0.24 -0.39 0.278
C -5.38300 6.42114 1.44417 0.06 0.89 -1.07 -0.730
N -4.49687 5.23903 1.31420 -0.29 -1.16 2.00 0.861
O -4.02738 4.86677 2.37785 0.12 0.12 -0.20 -0.502
O -4.26949 4.69829 0.26206 -0.30 0.49 -0.80 -0.518
H -6.23669 6.40612 0.76661 0.23 -0.47 -0.07 0.286
H -4.70421 7.18979 1.07467 -0.29 0.47 0.27 0.306
H -5.71447 6.60755 2.46567 0.47 -0.38 -0.15 0.296
C 1.85554 5.01491 -0.89200 0.05 -0.35 -0.56 -0.766
N 2.41306 3.96418 -1.82278 -1.19 2.36 -1.26 0.818
O 2.68085 4.41891 -2.97903 0.03 -2.58 2.71 -0.503
O 2.32727 2.83904 -1.36737 1.13 0.13 -1.66 -0.463
H 1.10382 4.42915 -0.36295 0.11 0.66 0.40 0.324
H 1.44193 5.78583 -1.54216 0.02 -0.06 0.32 0.311
H 2.66217 5.41453 -0.27738 -0.18 -0.20 0.07 0.279
C 1.70426 -6.08803 -1.75344 0.11 0.33 0.57 -0.695
N 1.73417 -5.81354 -3.15938 0.27 1.55 -4.26 0.829
O 2.26824 -6.58807 -3.96351 -0.69 0.81 1.63 -0.511
O 1.16943 -4.75627 -3.52724 0.90 -1.86 0.87 -0.482
H 2.44596 -6.84563 -1.50041 -0.56 -0.15 -0.05 0.290
H 0.64038 -6.30441 -1.65633 0.23 -0.41 0.95 0.292
H 1.95860 -5.13282 -1.29408 -0.21 -0.21 0.24 0.278
C -9.51538 1.81699 0.37575 -0.06 1.28 -1.64 -0.769
N -8.06404 1.54091 0.72933 -2.17 -3.18 1.50 0.777
O -7.54602 2.40459 1.38770 1.03 -0.01 -0.57 -0.464
O -7.68054 0.35653 0.57184 0.00 2.60 -0.18 -0.476
H -10.30504 1.07466 0.49185 0.88 -0.54 0.89 0.302
H -9.55100 1.96825 -0.70312 0.34 0.18 -0.13 0.299
H -9.76063 2.77668 0.83065 0.01 -0.33 0.13 0.331
O 6.23615 1.35159 5.10617 -0.18 0.76 -1.74 -0.624
S 6.65766 1.89484 3.80800 0.44 -3.05 0.57 1.030
O 7.39306 3.10706 3.76963 0.48 1.52 0.01 -0.623
C 7.69672 0.56806 2.97845 -0.87 0.26 -1.24 -0.695
C 7.03816 0.30263 1.57106 0.89 -0.08 0.80 -0.598
C 5.56056 0.56826 1.73851 -2.12 0.11 0.37 -0.619
C 5.35637 1.94153 2.50713 1.98 -1.24 -0.36 -0.691
H 7.61254 -0.38670 3.49754 -0.12 0.39 0.50 0.389
H 8.74893 0.84079 2.89758 -0.21 0.36 0.27 0.364
H 7.43668 0.81431 0.69500 0.20 0.74 0.44 0.302
H 7.32274 -0.72538 1.34674 -0.69 -0.24 -0.06 0.315
H 5.02443 -0.26303 2.19635 0.28 -0.04 0.60 0.307
H 5.01764 0.63984 0.79606 0.29 0.25 -0.28 0.375
H 4.43088 2.32102 2.94023 -0.08 -0.52 -0.32 0.466
H 5.80691 2.60057 1.76499 -0.31 0.78 0.41 0.301
O -3.33570 0.90391 -6.57884 0.18 -0.51 -0.14 -0.610
S -1.93394 1.14213 -6.35897 1.95 1.52 -0.19 1.070
O -0.86294 0.68028 -7.23937 -1.39 0.08 0.36 -0.637
C -1.77365 3.01087 -6.10754 1.54 -0.54 -2.43 -0.697
C -1.67156 3.17163 -4.64664 -0.43 2.44 1.27 -0.372
C -2.08808 1.96567 -3.96064 -0.80 -3.38 1.88 -0.784
C -1.45453 0.72863 -4.63311 -0.08 1.12 -1.19 -0.644
H -2.27256 3.57473 -6.89574 -2.21 -0.19 0.96 0.443
H -0.87916 3.41358 -6.58276 1.32 -1.14 0.41 0.315
H -0.67644 3.44269 -4.29398 0.33 -0.12 -0.49 0.197
H -2.29628 3.89033 -4.11627 -0.21 0.80 -0.83 0.290
H -3.16503 1.80050 -3.99220 -0.19 0.24 -0.19 0.345
H -1.87870 2.09725 -2.89906 0.29 -0.47 0.09 0.388
H -1.75089 -0.30693 -4.46613 -0.32 0.31 0.40 0.467
H -0.36842 0.81470 -4.66577 0.06 -0.15 0.11 0.229
O -1.11974 1.45263 3.24290 0.07 -1.68 -0.34 -0.627
S -1.54373 0.07567 2.98346 -0.45 1.32 -1.25 0.998
O -2.16145 -0.66924 4.05061 0.56 -0.44 0.20 -0.607
C -2.78257 0.03778 1.61910 1.27 0.53 -0.27 -0.694
C -2.57439 -1.27392 0.94382 1.36 -0.91 -0.20 -0.545
C -1.00777 -1.53670 0.83336 -0.70 -0.91 0.44 -0.713
C -0.24978 -0.97351 2.06142 -0.73 1.17 -0.64 -0.529
H -2.46746 0.72697 0.83564 -0.19 0.91 0.59 0.256
H -3.77647 0.23326 2.02166 0.23 0.07 0.00 0.452
H -3.06456 -2.04332 1.54035 0.06 -0.38 -0.48 0.341
H -2.87511 -1.21753 -0.10236 -0.70 -0.34 0.25 0.319
H -0.55495 -1.11068 -0.06194 -0.49 0.72 0.02 0.275
H -0.82128 -2.58283 0.59064 -0.18 -0.32 0.74 0.369
H 0.42664 -0.31375 1.51803 0.32 0.53 1.14 0.270
H 0.29947 -1.57941 2.78206 -0.43 -0.28 -0.20 0.435
O 6.68407 -1.51059 -3.47807 0.49 0.27 0.78 -0.640
S 5.44306 -2.09759 -3.88048 -1.99 0.48 -0.91 1.021
O 4.73116 -3.07693 -3.07014 1.07 -0.02 -0.32 -0.591
C 4.07196 -0.89511 -4.26825 1.92 0.36 -0.31 -0.668
C 4.03973 -0.87922 -5.84268 -0.87 1.48 1.16 -0.627
C 4.40013 -2.22435 -6.33037 0.37 -1.40 -0.74 -0.500
C 5.67311 -2.63746 -5.59465 0.05 -0.96 0.93 -0.748
H 4.33386 0.07751 -3.85171 0.19 0.03 -0.11 0.378
H 3.29363 -1.29159 -3.61624 -0.55 -0.12 -0.95 0.367
H 3.07527 -0.51143 -6.19290 -0.21 -0.36 0.00 0.353
H 4.73450 -0.17972 -6.30754 0.34 0.38 0.76 0.291
H 4.65135 -2.21745 -7.39100 -0.33 0.02 -0.11 0.322
H 3.52965 -2.86352 -6.18265 0.39 -0.57 0.11 0.281
H 6.60629 -2.22810 -5.98156 -0.30 0.69 0.05 0.358
H 5.93690 -3.68944 -5.48581 -0.65 -0.31 -0.27 0.400

7
Properties=species:S:1:pos:R:3:forces:R:3:nbo_charge:R:1 method="wB97M-V/def2-TZVPD" charge=0 homo_ev=-10.44 de_lowest_kj_mol=109.2 orbital_gap_ev=11.15 e_tot_ev=-19175.2880 smiles="NOC(=O)Cl" max_force_ev_per_a=2.34
N 0.01695 -0.95513 -0.70342 0.64 -1.04 -1.53 -0.525
O 0.64719 -0.08215 0.18751 -1.43 1.58 0.95 -0.395
C -0.26064 0.97444 0.42294 1.63 -1.54 0.20 0.723
O -1.29241 1.12547 -0.10504 -0.34 0.57 0.11 -0.498
Cl 0.45171 1.88551 1.72239 -0.17 0.30 -0.11 -0.021
H -0.36397 -1.75990 -0.17644 0.81 0.52 -0.39 0.355
H 0.80116 -1.18825 -1.34795 -1.14 -0.39 0.77 0.361